1.
Computed, not measured: a structure of composition C30H26Cl3N2PdSi2, with wB97M-V/def2-TZVPD.

The geometry in XYZ format:
```
64
Properties=species:S:1:pos:R:3:forces:R:3:lowdin_spin:R:1
Pd -1.3488 0.4469 1.4374 -1.3 1.0 -0.1 1.02
C -3.0462 -2.1603 0.4962 0.6 1.3 -0.2 0.01
N -2.8872 -0.6866 0.4973 -0.8 -0.5 -2.3 0.10
C -3.5489 -0.0651 -0.4825 1.0 0.0 1.3 0.03
C -3.4959 1.3489 -0.4949 -0.1 0.5 -0.1 0.00
C -4.4306 2.3327 -0.9321 0.9 -0.9 -0.3 0.02
C -3.9658 3.5499 -0.4876 0.3 0.1 1.2 0.01
C -2.8090 3.2582 0.3067 0.4 -0.4 -0.9 0.04
N -2.4931 1.9301 0.2526 -1.4 1.7 0.2 0.07
C -2.5635 -2.8175 -0.7730 -0.3 0.3 -0.5 0.00
C -1.6325 -2.1909 -1.5982 -0.1 0.1 0.5 0.00
C -1.2418 -2.7615 -2.7907 0.5 0.3 -1.1 0.00
C -1.7831 -3.9585 -3.2545 -0.1 -0.2 0.7 0.00
C -2.7137 -4.5770 -2.4078 -0.2 -0.9 -1.5 0.00
C -3.1533 -3.9798 -1.2530 -0.6 -0.3 1.5 0.00
H -4.0919 -2.2959 0.6582 -0.9 -0.7 -0.1 0.00
H -2.5715 -2.5128 1.3973 0.5 -0.4 0.2 0.00
H -4.0644 -0.5788 -1.3145 -0.1 -0.1 0.9 0.00
H -5.3108 2.1654 -1.5176 -0.3 -0.2 -0.2 0.00
H -4.4976 4.4981 -0.6052 0.5 -0.3 0.1 0.00
H -2.1477 3.9729 0.7987 -0.2 -0.3 -0.1 0.00
H -1.2710 -1.2015 -1.3368 0.2 -0.4 0.1 0.00
H -0.5184 -2.1965 -3.3878 -0.2 -0.3 0.1 0.00
H -1.5137 -4.4166 -4.2193 0.0 0.3 0.6 0.00
H -3.1543 -5.5375 -2.7231 0.1 0.6 0.2 0.00
H -3.9924 -4.4143 -0.6611 0.8 0.1 -0.5 0.00
Cl 0.2001 1.3812 4.4537 -0.6 0.2 0.0 0.06
Si -1.1335 -0.1072 3.6782 -0.3 0.3 0.0 0.12
Cl -3.3129 0.2591 3.8654 0.5 0.2 0.5 0.08
Cl -0.8368 -1.4118 5.2280 0.0 -1.0 0.5 0.04
C 3.2904 4.3997 1.8546 -0.1 0.5 0.6 0.01
C 3.4642 3.2808 2.6404 0.2 -0.7 0.6 0.00
C 2.7319 2.1145 2.3686 0.1 -0.5 0.6 0.02
C 1.7621 2.0259 1.3667 -0.2 1.7 -0.6 0.05
C 1.5439 3.2205 0.6224 0.6 -0.2 0.4 0.02
C 2.2913 4.3728 0.8934 -0.2 -0.1 -1.0 0.00
Si 0.7890 0.5182 0.7442 2.9 -0.6 -0.2 0.20
C 2.0017 -0.8667 1.2700 -0.8 -0.6 0.4 0.02
C 1.4229 -2.1306 1.5436 1.1 -0.7 -0.4 0.00
C 2.2318 -3.2738 1.7253 0.0 1.1 -0.2 0.00
C 3.6128 -3.1228 1.7771 0.1 0.7 0.6 0.00
C 4.1869 -1.8551 1.7337 0.1 1.0 -0.7 0.00
C 3.3886 -0.7219 1.3740 0.9 -1.3 0.4 0.00
C 1.2532 0.6483 -1.0983 -1.4 0.6 -0.3 0.04
C 2.5601 0.8332 -1.5594 -0.6 -0.5 -0.3 0.01
C 2.8024 0.9306 -2.9132 0.1 0.1 -1.0 0.00
C 1.7649 0.8025 -3.8525 0.4 0.2 0.3 0.00
C 0.4706 0.6427 -3.3798 -1.2 -0.1 -1.5 0.00
C 0.1809 0.6735 -2.0296 1.0 -0.5 0.9 0.01
H 3.8825 5.3014 2.0832 -0.4 -0.4 -0.4 0.00
H 4.1577 3.3233 3.5064 -0.4 -0.2 -0.8 0.00
H 2.9408 1.2080 2.9533 -0.2 0.6 0.0 0.00
H 0.8603 3.2026 -0.2421 0.2 0.2 0.6 0.00
H 2.1478 5.2329 0.2468 -0.1 0.1 0.1 0.00
H 0.3446 -2.2571 1.5173 0.0 0.2 0.0 0.00
H 1.8459 -4.2714 1.8327 -0.5 -0.1 0.0 0.00
H 4.2617 -3.9672 1.9502 0.0 -0.2 0.0 0.00
H 5.2831 -1.7559 1.9208 -1.0 0.0 -0.4 0.00
H 3.8829 0.2420 1.1713 -0.3 -0.6 0.3 0.00
H 3.4006 0.8498 -0.8867 0.0 0.1 0.2 0.00
H 3.8173 1.1132 -3.2625 -0.1 -0.1 0.0 0.00
H 1.9590 0.8892 -4.9319 0.0 -0.2 0.6 0.00
H -0.3545 0.4741 -4.1215 0.7 0.4 0.7 0.00
H -0.8491 0.6497 -1.6483 0.5 0.1 -0.3 0.00
```
Forces are in eV/Å.

Its spin multiplicity is 3. The value obtained for the highest occupied orbital energy (spin up / spin down) is -3.328 / -5.092 eV. As for the LUMO energy (spin up / spin down): 2.6 / 1.1 eV. The net charge is -1. The value obtained for the total energy is -3355.9164 Ha. The HOMO-LUMO gap (spin up / spin down) is 0.2187 / 0.2292 Ha. Its relative energy (zero: lowest compared OMol25 entry of this formula, charge and spin) is 0.0 kJ/mol. Its molar mass is 683.503 g mol⁻¹. As for the expectation value of S²: 2.010. The largest force on an atom comes out at 3.00 eV/Å.

2.
Computed, not measured: the ion C20H31N6O2 with charge +1, with wB97M-V/def2-TZVPD.

The geometry in XYZ format:
```
59
Properties=species:S:1:pos:R:3:forces:R:3:mulliken_charge:R:1
C 0.3339 4.6152 -1.6734 0.2 -0.1 0.1 -1.43
C 1.1160 3.4135 -1.1571 -0.2 -0.1 -0.2 -0.71
C 0.2422 2.1584 -1.0224 0.2 0.0 0.4 0.11
C -0.7521 2.2754 0.1285 0.0 0.0 -0.1 -0.87
C 1.1599 0.9174 -0.9009 0.2 0.7 -0.1 -0.61
C 2.1293 0.9916 0.2905 0.1 -0.1 -0.3 0.69
O 1.8883 1.6156 1.2945 -0.2 0.2 0.2 -0.59
N 3.2972 0.2898 0.1783 0.4 0.1 0.1 -0.02
C 3.6658 -0.7091 -0.8013 0.0 0.0 -0.3 -0.64
C 3.8813 -2.0598 -0.0804 0.3 0.0 -0.5 -0.71
N 3.0752 -2.0270 1.1535 -0.6 -0.3 0.1 0.14
C 3.6449 -1.0793 2.1396 0.2 0.5 0.4 -0.57
C 4.1034 0.1765 1.3783 0.0 0.2 0.2 -0.91
N 0.4029 -0.3062 -0.7249 -0.5 -0.6 -0.1 0.90
C -0.7471 -0.6933 -1.3011 0.1 -0.6 0.3 0.45
C -1.0122 -1.9531 -0.7835 0.1 0.7 -0.7 -0.56
C -2.1677 -2.8568 -1.0636 -0.1 -0.1 0.4 0.11
N -1.6624 -4.1794 -1.3756 0.0 -0.2 -0.1 -0.75
C -3.1414 -2.8032 0.1446 0.1 0.1 -0.3 -1.52
C -3.4717 -1.3832 0.5036 -0.1 -0.1 0.1 0.37
C -2.9590 -0.8003 1.6539 -0.1 0.0 -0.1 -0.35
C -3.2300 0.5200 1.9660 -0.1 0.2 0.0 -0.58
C -4.0167 1.2894 1.1166 0.1 -0.4 0.0 0.83
O -4.2922 2.5936 1.3624 -0.1 0.2 0.0 -0.56
C -4.5330 0.7137 -0.0422 0.0 0.3 0.1 -0.75
C -4.2637 -0.6064 -0.3367 0.1 0.0 0.2 -0.34
N -0.0234 -2.2536 0.0681 -0.2 -0.5 0.1 -1.55
N 0.8116 -1.2717 0.1015 0.0 0.3 0.0 0.19
H -0.1305 4.3911 -2.6310 -0.1 0.0 -0.1 0.35
H -0.4411 4.9102 -0.9729 -0.1 0.1 0.0 0.33
H 1.0040 5.4595 -1.8092 0.0 0.1 0.0 0.42
H 1.5512 3.6543 -0.1870 0.1 -0.1 0.0 0.34
H 1.9354 3.2060 -1.8514 0.1 0.0 0.0 0.44
H -0.3179 2.0402 -1.9576 0.1 0.0 0.0 0.60
H -1.3290 1.3609 0.2514 -0.1 0.0 0.1 -0.24
H -0.2346 2.4908 1.0579 0.0 0.0 0.1 0.24
H -1.4533 3.0783 -0.0761 -0.1 0.1 0.0 0.57
H 1.7318 0.8490 -1.8356 -0.1 -0.1 0.2 0.26
H 2.8944 -0.8172 -1.5599 0.0 0.0 0.0 0.31
H 4.5911 -0.4034 -1.3018 -0.1 -0.1 0.0 0.60
H 4.9324 -2.2147 0.1714 -0.1 0.0 0.1 0.32
H 3.5509 -2.8835 -0.7131 0.0 0.0 0.1 0.38
H 2.9707 -2.9555 1.5628 0.0 0.1 -0.1 0.39
H 2.0566 -1.6759 0.8163 0.8 -0.1 0.3 0.22
H 4.4834 -1.5371 2.6673 -0.1 -0.1 0.0 0.42
H 2.8663 -0.8249 2.8596 0.0 -0.1 -0.1 0.38
H 3.9547 1.0681 1.9876 0.1 -0.2 0.0 0.38
H 5.1536 0.1156 1.0901 0.0 0.0 0.0 0.41
H -1.2868 -0.0986 -2.0046 -0.1 0.2 -0.2 0.49
H -2.6820 -2.4764 -1.9528 0.0 0.0 0.1 0.48
H -1.1960 -4.5742 -0.5656 -0.1 0.0 -0.1 0.26
H -2.4241 -4.7966 -1.6323 0.1 0.0 0.0 0.28
H -2.6671 -3.3018 0.9931 0.0 -0.1 0.0 0.34
H -4.0480 -3.3510 -0.1201 0.0 -0.1 0.0 0.39
H -2.3445 -1.3859 2.3233 0.1 -0.1 0.1 0.36
H -2.8307 0.9559 2.8720 0.0 0.1 0.1 0.31
H -3.9362 2.8576 2.2194 0.0 -0.1 -0.1 0.32
H -5.1496 1.3170 -0.6884 -0.1 0.1 -0.1 0.46
H -4.6843 -1.0454 -1.2294 -0.1 -0.1 -0.1 0.44
```
Forces are in eV/Å.

The value obtained for the highest occupied orbital energy is -10.597 eV. As for the LUMO energy: -2.3 eV. The net charge is +1. The value obtained for the total energy is -1259.5082 Ha. As for the SMILES: CC[C@H](C)[C@@H](C(=O)N1CC[NH2+]CC1)n1cc([C@@H](N)Cc2ccc(O)cc2)nn1. The HOMO-LUMO gap is 0.3033 Ha. Its relative energy (zero: lowest compared OMol25 entry of this formula, charge and spin) is 7.2 kJ/mol. Its molar mass is 387.508 g mol⁻¹. The largest force on an atom comes out at 0.97 eV/Å.

3.
Computed, not measured: a cluster of 9 separate species, C27H56BF6O13Si in total, with wB97M-V/def2-TZVPD.

The geometry in XYZ format:
```
104
Properties=species:S:1:pos:R:3:forces:R:3:mulliken_charge:R:1
C 4.5400 -2.7864 1.4494 -0.2 -0.1 -0.8 -0.90
C 4.0820 -2.3551 0.2581 0.3 0.1 0.1 -0.20
C 3.9001 -0.9305 -0.1475 0.7 0.0 -0.2 -0.67
B 2.6708 -0.1420 0.6658 0.4 -0.5 0.3 0.71
C 3.3889 1.0699 1.5830 0.2 0.3 -0.1 0.71
C 4.2325 0.5497 2.6623 -0.7 0.0 0.3 -0.03
O 3.9012 0.2826 3.7820 0.3 0.0 0.1 -0.68
F 5.5503 0.3918 2.3377 0.1 0.0 -0.1 -0.26
O 1.8606 -0.9166 1.6414 -0.2 0.7 0.1 -0.51
C 0.6244 -1.2106 1.0798 -0.2 -1.4 -0.7 1.21
C 0.8410 -2.5543 0.3170 0.1 0.4 0.0 -2.52
C -0.4637 -1.4807 2.1345 0.2 0.3 0.2 -0.07
C 0.0415 -2.2795 3.3470 -0.2 -0.1 0.0 -1.46
C -0.1831 -3.7956 3.3151 0.0 0.1 0.4 -0.24
C -1.6298 -4.2378 3.0403 0.2 -0.1 -0.3 -0.94
C -1.7801 -5.0866 1.7772 -0.5 0.1 0.4 -0.36
O -0.7775 -6.0764 1.7191 0.1 0.2 -0.1 -0.37
C -0.2371 -6.3311 0.4405 0.3 -0.2 0.1 -0.61
C 0.3597 0.0191 0.1050 0.9 -0.3 1.2 1.30
C -0.1479 1.2183 0.9379 -0.4 -0.3 -0.5 -2.17
C 0.0931 2.5961 0.3343 0.0 0.3 0.4 -1.07
O 1.4116 3.0848 0.5501 -0.3 0.1 -0.3 -0.16
Si 2.0052 4.0999 -0.6145 0.8 0.1 0.3 0.68
C 1.9965 3.3076 -2.3128 -0.7 -0.1 0.3 -0.82
C 3.7864 4.4495 -0.1514 -0.3 -0.2 -0.4 -0.98
C 1.0517 5.7203 -0.5600 0.0 -0.1 0.0 -1.22
C -0.5165 -0.3877 -1.1124 0.2 0.6 -0.3 1.84
F -1.4770 -1.3068 -0.7445 -0.1 0.1 0.2 -0.43
F 0.2774 -1.0087 -2.0282 -0.2 -0.2 0.0 -0.38
C -1.2618 0.7082 -1.8676 0.1 0.0 -0.1 -0.64
C -0.9291 0.9870 -3.1798 0.2 0.0 -0.3 -0.19
C -1.6003 1.9664 -3.8991 -0.1 0.1 -0.2 -1.04
C -2.6156 2.6969 -3.3195 0.2 -0.1 -0.1 -0.79
C -2.9467 2.4153 -2.0002 -0.4 0.3 -0.1 0.21
C -4.0466 3.2157 -1.3679 0.4 0.2 -0.1 0.73
F -3.9067 4.5312 -1.6348 -0.1 -0.1 0.1 -0.27
F -5.2756 2.8804 -1.8621 0.0 0.0 0.1 -0.32
F -4.1051 3.0817 -0.0398 -0.1 -0.1 -0.1 -0.28
C -2.2963 1.4332 -1.2892 -0.2 -0.3 0.3 -0.28
O 1.6537 0.3171 -0.3280 -0.2 0.4 -0.6 -0.53
H 4.0706 -3.6664 1.8782 1.1 -0.5 -0.4 0.19
H 5.3640 -2.2917 1.9488 -0.8 0.6 0.7 0.24
H 3.8254 -3.1111 -0.4866 -1.3 -0.1 0.5 0.44
H 3.6992 -0.8442 -1.2217 0.0 -0.1 0.0 0.33
H 4.8341 -0.3875 0.0300 -0.1 0.0 0.0 0.21
H 3.9888 1.7061 0.9328 0.0 -0.1 -0.1 -0.38
H 2.6239 1.6700 2.0672 -0.1 0.0 0.0 0.12
H 1.4067 -2.3900 -0.5960 0.0 0.0 -0.1 0.53
H -0.0834 -3.0820 0.0905 0.0 0.0 -0.1 0.09
H 1.4916 -3.1463 0.9558 -0.2 -0.2 0.1 0.34
H -0.8977 -0.5552 2.5171 0.1 0.1 -0.1 0.41
H -1.2784 -1.9960 1.6251 -0.1 0.0 0.0 0.36
H 1.1044 -2.0814 3.4864 0.0 0.1 -0.1 0.21
H -0.4534 -1.8819 4.2378 -0.1 -0.1 0.0 0.50
H 0.5125 -4.2814 2.6340 -0.1 0.0 -0.2 0.04
H 0.0866 -4.1711 4.3063 0.1 0.0 0.0 0.55
H -2.2730 -3.3660 2.9001 -0.1 0.0 0.1 0.33
H -2.0243 -4.7911 3.8933 0.0 0.0 0.0 0.45
H -1.7723 -4.4295 0.9025 0.3 -0.1 -0.1 0.15
H -2.7673 -5.5687 1.8079 0.0 0.0 -0.2 0.42
H -0.6486 -7.2520 0.0149 -0.2 0.1 -0.1 0.27
H 0.8383 -6.4797 0.5550 0.0 0.0 0.0 0.21
H -0.3787 -5.4951 -0.2453 -0.1 0.0 0.0 0.28
H -1.2197 1.1178 1.1257 0.0 0.0 0.1 0.68
H 0.3277 1.1483 1.9150 0.2 0.1 0.0 0.92
H -0.5971 3.3003 0.8192 -0.1 0.0 0.0 0.35
H -0.1487 2.6140 -0.7314 0.1 -0.1 0.0 0.16
H 2.1062 2.2281 -2.1786 0.3 0.0 0.0 0.15
H 1.0162 3.4472 -2.7795 0.1 0.1 -0.2 0.17
H 2.7625 3.7080 -2.9735 0.1 0.0 0.0 0.52
H 4.2150 5.0803 -0.9351 0.1 0.2 0.1 0.35
H 3.8842 4.9237 0.8226 0.1 0.0 0.0 0.30
H 4.3339 3.5064 -0.1777 0.1 0.0 0.2 0.12
H 1.1750 6.3008 -1.4759 0.0 0.0 0.0 0.36
H 1.4326 6.3048 0.2791 0.0 0.1 0.0 0.27
H -0.0178 5.5783 -0.3944 0.0 -0.1 -0.1 0.29
H -0.1420 0.4448 -3.6805 0.1 -0.1 0.2 0.50
H -1.3226 2.1469 -4.9286 0.0 0.0 0.0 0.42
H -3.1367 3.4568 -3.8843 0.0 0.1 0.1 0.51
H -2.6031 1.2379 -0.2739 0.0 -0.1 0.0 0.53
O 6.0129 1.4050 -0.9286 0.1 0.2 -0.1 -0.54
H 6.7366 1.8529 -0.4785 0.0 0.0 0.1 0.26
H 6.0591 1.7165 -1.8380 0.0 0.0 0.0 0.25
O -7.6095 1.1571 -2.2524 0.0 0.3 -0.3 -0.65
H -6.9338 1.8247 -2.0776 0.1 -0.2 0.2 0.43
H -7.1506 0.4848 -2.7674 0.0 0.0 0.1 0.32
O 3.6299 -5.6058 2.8905 -0.1 -0.3 0.2 -0.61
H 3.2022 -5.0783 3.5738 0.0 0.1 -0.1 0.31
H 4.0955 -6.2971 3.3701 0.0 0.0 0.0 0.26
O -8.7894 3.3618 -4.0747 0.1 0.0 -0.1 -0.72
H -9.0549 3.8987 -3.3219 0.0 0.0 0.0 0.32
H -8.2379 2.6650 -3.6911 -0.2 -0.1 0.1 0.36
O -11.0120 2.5681 -5.8135 0.0 -0.2 0.1 -0.62
H -11.1436 3.4401 -6.1940 0.0 0.0 0.0 0.29
H -10.2527 2.6786 -5.2197 0.0 0.1 0.0 0.38
O 7.7806 -3.1570 1.2836 0.2 0.0 0.0 -0.58
H 8.4439 -3.8278 1.0963 0.0 0.0 0.0 0.27
H 8.1745 -2.6058 1.9672 -0.1 0.0 0.0 0.30
O 5.0792 0.9252 6.5606 -0.1 0.1 0.0 -0.66
H 5.0165 1.8792 6.6558 0.0 0.0 0.0 0.29
H 4.5766 0.7363 5.7541 0.1 -0.2 -0.2 0.43
O -11.5537 -0.5972 -4.8387 0.0 0.1 0.0 -0.65
H -11.6687 0.2853 -5.2163 0.0 0.0 0.0 0.35
H -10.8077 -0.4989 -4.2399 0.0 0.0 0.0 0.30
```
Forces are in eV/Å.

The value obtained for the highest occupied orbital energy is -4.227 eV. As for the LUMO energy: 1.7 eV. The net charge is -1. The value obtained for the total energy is -2954.2616 Ha. The HOMO-LUMO gap is 0.2167 Ha. Its relative energy (zero: lowest compared OMol25 entry of this formula, charge and spin) is 0.0 kJ/mol. Its molar mass is 741.618 g mol⁻¹. The largest force on an atom comes out at 1.56 eV/Å.